--- 1 ---
DFT (the ωB97M-V functional and the def2-TZVPD basis) results for a cluster of 2 separate species, C3H10NO in total.

The geometry in ORCA input format:
```
! wB97M-V def2-TZVPD RIJCOSX def2/J DEFGRID3
* xyz -1 1
H 3.01 1.31 0.84
N -0.75 -0.27 0.25
H 2.79 -0.59 0.81
C 2.38 0.39 0.81
H 0.48 -1.54 -0.79
H 1.72 0.48 1.74
O 1.67 0.55 -0.37
H -1.77 1.64 -0.18
C -1.93 0.58 0.03
C -0.63 -1.16 -0.92
H 0.14 0.33 0.22
H -0.62 -0.54 -1.89
H -2.43 0.56 0.98
H -1.43 -1.88 -0.97
H -2.64 0.13 -0.58
*
```

For the lowest unoccupied orbital energy, the calculation gives 0.162 Ha. The value obtained for the orbital gap is 6.75 eV. The molecular weight is 76.119 g/mol.

=====

--- 2 ---
DFT (the ωB97M-V functional and the def2-TZVPD basis) results for a cluster of 2 separate species, C3H10NO in total.

The geometry in ORCA input format:
```
! wB97M-V def2-TZVPD RIJCOSX def2/J DEFGRID3
* xyz -1 1
H -1.06 -1.03 0.66
O 0.64 0.12 -0.30
C 0.84 0.87 -1.38
H 0.28 -0.04 2.40
H -1.02 1.03 1.95
H 0.04 1.63 -1.53
H 1.81 1.44 -1.37
H -1.14 0.14 3.48
H 0.33 -0.73 -2.46
H -1.21 -2.03 2.13
C -1.45 -1.06 1.68
N 0.88 0.10 -2.68
C -0.80 0.08 2.44
H 1.83 -0.22 -2.83
H -2.54 -0.98 1.63
*
```

For the lowest unoccupied orbital energy, the calculation gives 0.160 Ha. The value obtained for the orbital gap is 6.82 eV. The molecular weight is 76.119 g/mol.

=====

Most stable of them? 2.

=====

--- 1 ---
DFT (the ωB97M-V functional and the def2-TZVPD basis) results for a cluster of 2 separate species, C3H10NO in total.

The geometry in ORCA input format:
```
! wB97M-V def2-TZVPD RIJCOSX def2/J DEFGRID3
* xyz -1 1
H 0.19 1.61 1.96
H 0.64 -1.04 -0.98
H 1.84 1.37 1.75
H -0.36 0.22 0.19
H 0.64 0.02 2.12
O -1.11 -1.22 -0.30
H -2.24 -1.20 -1.93
H 2.18 -0.78 0.17
H -2.87 -0.37 -0.24
N 0.58 0.78 0.11
H -1.69 0.34 -1.38
H 1.99 0.24 -1.40
C 1.45 -0.26 -0.58
C -2.10 -0.63 -1.02
C 0.86 0.92 1.53
*
```

For the lowest unoccupied orbital energy, the calculation gives 0.165 Ha. The value obtained for the orbital gap is 6.96 eV. The molecular weight is 76.119 g/mol.

=====

--- 2 ---
DFT (the ωB97M-V functional and the def2-TZVPD basis) results for a cluster of 2 separate species, C3H10NO in total.

The geometry in ORCA input format:
```
! wB97M-V def2-TZVPD RIJCOSX def2/J DEFGRID3
* xyz -1 1
C -2.87 -0.46 0.17
H 0.87 1.99 -0.40
H 1.64 -1.69 -0.97
N 0.69 0.04 -0.13
H -0.10 -0.73 0.18
H 2.24 1.42 0.46
H -3.18 0.66 0.03
O -1.68 -0.72 0.85
H 2.63 -0.96 0.22
H -3.77 -0.86 0.68
H -2.82 -0.94 -0.90
H 2.36 0.00 -1.37
H 0.83 1.64 1.40
C 1.21 1.30 0.38
C 1.94 -0.69 -0.60
*
```

For the lowest unoccupied orbital energy, the calculation gives 0.154 Ha. The value obtained for the orbital gap is 6.66 eV. The molecular weight is 76.119 g/mol.

=====

Most stable of them? 1.

=====

--- 1 ---
DFT (the ωB97M-V functional and the def2-TZVPD basis) results for a cluster of 2 separate species, C3H10NO2 in total.

The geometry in ORCA input format:
```
! wB97M-V def2-TZVPD RIJCOSX def2/J DEFGRID3
* xyz 1 1
H 1.36 2.37 -1.03
H -0.88 -2.79 2.64
C -1.05 -0.17 -1.09
H -0.61 1.73 -0.30
H -1.69 0.23 -1.92
O -0.84 -1.92 2.17
H 1.84 0.69 -1.62
H -0.38 -0.94 -1.48
H 0.97 -1.61 3.09
H 0.57 1.65 -2.45
C 0.25 -1.21 2.34
O 0.64 -0.25 1.61
C 1.01 1.42 -1.50
N -0.02 0.89 -0.57
H -1.54 -0.58 -0.23
H 0.37 0.50 0.34
*
```

For the lowest unoccupied orbital energy, the calculation gives -0.111 Ha. The value obtained for the orbital gap is 12.50 eV. The molecular weight is 92.118 g/mol.

=====

--- 2 ---
DFT (the ωB97M-V functional and the def2-TZVPD basis) results for a cluster of 2 separate species, C3H10NO2 in total.

The geometry in ORCA input format:
```
! wB97M-V def2-TZVPD RIJCOSX def2/J DEFGRID3
* xyz 1 1
H 2.63 1.09 1.05
H 3.58 0.79 -0.45
N 1.80 -0.34 -0.17
H -4.76 -0.19 0.47
C -2.94 -0.41 0.28
H 0.05 0.30 -1.12
H 1.99 -0.84 -1.04
H -0.20 -1.14 -0.17
H -2.40 -0.58 -0.67
H 2.02 -1.01 0.57
H 2.05 1.72 -0.53
C 2.59 0.92 -0.03
H 0.01 0.55 0.59
O -2.53 0.22 1.21
O -4.19 -0.90 0.17
C 0.30 -0.18 -0.17
*
```

For the lowest unoccupied orbital energy, the calculation gives -0.136 Ha. The value obtained for the orbital gap is 10.61 eV. The molecular weight is 92.118 g/mol.

=====

Most stable of them? 1.

=====

--- 1 ---
DFT (the ωB97M-V functional and the def2-TZVPD basis) results for the molecule C4H4O2.

The geometry in ORCA input format:
```
! wB97M-V def2-TZVPD RIJCOSX def2/J DEFGRID3
* xyz 0 1
O 0.81 1.55 -1.12
C 0.81 -0.38 0.47
C 0.32 0.80 -0.31
C -1.09 0.54 -0.07
H -3.21 0.32 -0.03
C -2.19 0.03 0.01
O 1.98 -0.97 0.03
H 2.04 -0.85 -0.93
H -0.39 -0.92 0.41
H 0.91 -0.12 1.53
*
```

As for the SMILES: C#CC(=O)CO. For the lowest unoccupied orbital energy, the calculation gives -0.005 Ha. The value obtained for the orbital gap is 9.73 eV. The molecular weight is 84.074 g/mol.

=====

--- 2 ---
DFT (the ωB97M-V functional and the def2-TZVPD basis) results for a structure of composition C4H4O2.

The geometry in ORCA input format:
```
! wB97M-V def2-TZVPD RIJCOSX def2/J DEFGRID3
* xyz 0 1
H -1.55 -1.10 1.41
C 1.84 0.02 0.02
C -1.15 0.21 0.10
H 2.44 -0.71 -0.55
H -1.71 1.00 -0.40
C 0.42 -0.07 -0.35
H -0.11 0.96 0.31
O -1.67 -0.14 1.31
C -0.54 -0.89 -0.76
O 2.31 0.77 0.84
*
```

For the lowest unoccupied orbital energy, the calculation gives -0.003 Ha. The value obtained for the orbital gap is 9.99 eV. The molecular weight is 84.074 g/mol.

=====

--- 3 ---
DFT (the ωB97M-V functional and the def2-TZVPD basis) results for the molecule C4H4O2.

The geometry in ORCA input format:
```
! wB97M-V def2-TZVPD RIJCOSX def2/J DEFGRID3
* xyz 0 1
O 2.62 0.10 0.26
C 1.52 0.80 -0.04
O 0.51 -1.27 0.38
C 0.26 1.04 0.28
H -0.20 1.95 0.44
H -1.21 -0.43 1.25
C -0.51 -0.31 0.29
H 1.98 -1.11 -1.35
C 1.65 -0.65 -0.33
H -1.10 -0.42 -0.56
*
```

As for the SMILES: C1=C2O[C@H]2OC1. For the lowest unoccupied orbital energy, the calculation gives 0.012 Ha. The value obtained for the orbital gap is 9.12 eV. The molecular weight is 84.074 g/mol.

=====

--- 4 ---
DFT (the ωB97M-V functional and the def2-TZVPD basis) results for the molecule C4H4O2.

The geometry in ORCA input format:
```
! wB97M-V def2-TZVPD RIJCOSX def2/J DEFGRID3
* xyz 0 1
O -0.54 1.74 -0.24
H -1.51 1.76 -0.31
C -0.26 0.42 -0.19
H 2.96 -0.48 -0.23
C -1.37 -0.52 -0.23
O -2.50 -0.11 -0.40
C 0.97 0.02 -0.01
H -1.14 -1.59 -0.04
H 1.30 -0.86 1.20
C 2.09 -0.39 0.45
*
```

As for the SMILES: C=C=C(O)C=O. For the lowest unoccupied orbital energy, the calculation gives 0.006 Ha. The value obtained for the orbital gap is 8.92 eV. The molecular weight is 84.074 g/mol.

=====

Most stable of them? 4.

=====

--- 1 ---
DFT (the ωB97M-V functional and the def2-TZVPD basis) results for a structure of composition C4H4O2.

The geometry in ORCA input format:
```
! wB97M-V def2-TZVPD RIJCOSX def2/J DEFGRID3
* xyz 0 1
C -0.25 1.10 -0.05
C 0.99 0.19 0.08
C 0.22 -1.01 -0.30
H -1.99 -0.66 0.07
O -0.40 2.27 -0.31
H -0.90 0.61 1.05
C -1.02 -0.22 -0.10
H 0.45 -2.05 -0.08
O 1.15 -0.35 -1.20
H 1.74 0.11 0.86
*
```

For the lowest unoccupied orbital energy, the calculation gives 0.009 Ha. The value obtained for the orbital gap is 9.69 eV. The molecular weight is 84.074 g/mol.

=====

--- 2 ---
DFT (the ωB97M-V functional and the def2-TZVPD basis) results for a structure of composition C4H4O2.

The geometry in ORCA input format:
```
! wB97M-V def2-TZVPD RIJCOSX def2/J DEFGRID3
* xyz 0 1
H -0.84 -0.99 0.18
C -1.34 -0.13 -1.00
H 1.26 0.20 1.74
O 1.10 2.34 -0.02
C -0.47 0.78 -1.01
H -2.20 -0.33 -1.60
C 0.56 1.29 -0.21
O -0.19 -1.12 1.04
H 1.75 -0.96 0.39
C 0.92 -0.39 0.88
*
```

For the lowest unoccupied orbital energy, the calculation gives -0.020 Ha. The value obtained for the orbital gap is 8.91 eV. The molecular weight is 84.074 g/mol.

=====

Most stable of them? 2.